The following is a DFT calculation (the ωB97M-V functional and the def2-TZVPD basis) of a 13-piece molecular cluster, C34H102N8O13 overall.

Summary:
HOMO energy   -8.964 eV
Gap between HOMO and LUMO   9.3 eV
Relative energy (zero: lowest compared OMol25 entry of this formula, charge and spin)   4.597 eV
2S+1   1

```
157
C34H102N8O13 the ωB97M-V functional and the def2-TZVPD basis
C 0.02404 -0.67786 4.54947
C 0.99225 -1.83296 4.87542
C 2.03655 -1.95399 3.74167
O 2.94389 -3.01366 3.96975
C 4.16186 -3.00178 3.25021
N 1.50020 -1.41580 6.17336
H -0.49181 -1.01122 3.64898
H 0.41140 0.28148 4.20636
H -0.78482 -0.65164 5.27964
H 0.56723 -2.82825 5.00523
H 2.55262 -0.99394 3.73178
H 1.64099 -2.09740 2.73615
H 4.02329 -3.15407 2.17984
H 4.64305 -3.86214 3.71533
H 4.88667 -2.24012 3.53770
H 1.99113 -0.54235 6.04615
H 2.32753 -1.98517 6.28029
C -2.12703 3.92083 3.18490
C -1.07114 5.01289 3.30335
C -0.02333 4.91461 2.14327
O -0.66720 5.17153 0.94559
C 0.11888 5.87812 -0.07627
N -1.79624 6.26365 3.14737
H -2.85528 4.04680 3.98607
H -1.76754 2.89233 3.15250
H -2.70978 4.08504 2.27852
H -0.66897 4.93274 4.31327
H 0.31693 3.88348 2.23855
H 0.78668 5.63172 2.27645
H 0.41634 6.91719 0.06491
H -0.50183 5.93369 -0.97053
H 0.97044 5.22472 -0.26600
H -2.12998 6.10495 2.20741
H -1.08682 6.98019 3.08906
C 1.45117 -5.43997 1.07019
C 0.17645 -6.23806 0.74583
C 0.16646 -6.95787 -0.64748
O 1.38198 -7.77307 -0.86431
C 1.90117 -7.73687 -2.16415
N 0.04788 -7.23163 1.83620
H 1.33195 -4.64575 1.80716
H 1.68953 -4.96199 0.12002
H 2.26253 -6.09087 1.39594
H -0.64599 -5.52279 0.73696
H 0.22909 -6.10987 -1.32944
H -0.77172 -7.46792 -0.86603
H 2.78516 -8.34848 -2.34467
H 2.25469 -6.79754 -2.58932
H 1.18808 -8.10640 -2.90106
H -0.74196 -7.81823 1.60781
H 0.83873 -7.83773 1.67093
C 5.66308 3.78181 -3.06997
C 5.00778 4.11279 -1.76045
C 4.48759 5.59876 -1.77414
O 3.98695 6.02204 -0.53735
C 3.54522 7.31281 -0.33039
N 3.92155 3.14324 -1.55349
H 5.07176 4.12334 -3.91956
H 5.83226 2.73427 -3.31924
H 6.64911 4.24563 -3.09689
H 5.72279 3.98956 -0.94702
H 3.77796 5.70578 -2.59457
H 5.30737 6.27781 -2.00857
H 3.03664 7.43873 0.62543
H 2.77351 7.38896 -1.09640
H 4.30649 8.08142 -0.46374
H 3.15330 3.45225 -2.13178
H 4.12641 2.32049 -2.10232
C -2.25931 2.69354 -2.19861
C -3.13816 3.17561 -3.28739
C -3.29486 4.66359 -3.52898
O -4.48207 4.81415 -4.31489
C -4.62756 5.99444 -5.02082
N -2.53020 2.63096 -4.51447
H -2.75008 2.95125 -1.26008
H -1.25706 3.11728 -2.13522
H -2.16652 1.60860 -2.24767
H -4.09546 2.66000 -3.21125
H -2.42443 5.07566 -4.03951
H -3.45907 5.21568 -2.60360
H -5.46401 5.94007 -5.71758
H -3.80957 6.11443 -5.73117
H -4.75999 6.90919 -4.44307
H -3.24057 2.80035 -5.21216
H -2.45676 1.62379 -4.49676
C 1.94412 0.77763 1.39329
C 1.31205 0.95956 0.02388
C -0.03948 0.29015 -0.04274
O 0.20780 -1.10944 0.13885
C -1.04314 -1.85683 0.21596
N 1.14372 2.35137 -0.38203
H 1.26787 1.02662 2.21110
H 2.88079 1.30945 1.56038
H 2.17866 -0.28657 1.41693
H 1.77146 0.57462 -0.88653
H -0.44599 0.54088 -1.02251
H -0.71223 0.74945 0.68152
H -1.74847 -1.57229 -0.56484
H -1.60115 -1.63624 1.12594
H -0.90307 -2.93779 0.22037
H 0.49430 2.90042 0.16286
H 2.04477 2.80498 -0.33270
C -5.68151 -7.35451 3.97339
C -6.06765 -6.25781 2.93245
C -4.98802 -5.22317 2.63511
O -5.64402 -4.19197 1.82802
C -4.69907 -3.01985 1.73233
N -6.44528 -6.97643 1.75577
H -6.52981 -8.02104 4.12899
H -5.37868 -7.00843 4.96162
H -4.91330 -8.03309 3.60261
H -6.87306 -5.66888 3.37128
H -4.15248 -5.67531 2.10074
H -4.76902 -4.88739 3.64872
H -5.25714 -2.20440 1.27224
H -3.82220 -3.29736 1.14736
H -4.22001 -2.60542 2.61939
H -6.51276 -6.16459 1.15873
H -7.33343 -7.39652 1.98989
C 1.21920 -3.30142 -3.10353
C 1.68446 -1.95032 -3.59380
C 2.40588 -2.17930 -4.97905
O 3.52382 -3.07922 -4.77897
C 4.39543 -3.21961 -5.84761
N 0.58499 -1.09276 -3.68003
H 0.66976 -3.88740 -3.84032
H 0.59890 -3.03213 -2.24865
H 2.08366 -3.86470 -2.75207
H 2.29570 -1.55708 -2.78150
H 2.85006 -1.24240 -5.31527
H 1.64726 -2.54234 -5.67244
H 5.24104 -3.78362 -5.45396
H 4.73718 -2.20612 -6.05772
H 4.02290 -3.78942 -6.69886
H -0.08819 -1.33922 -4.39151
H -0.01795 -1.11150 -2.86997
O -3.71176 0.02600 0.78700
H -3.67404 -0.13520 1.72977
H -3.61787 0.97477 0.70182
O 3.33327 4.34478 1.27507
H 3.47782 4.97545 0.56968
H 4.03416 3.70153 1.16925
O 1.33918 1.61378 -3.15817
H 1.43936 1.63496 -2.20647
H 1.23252 0.68589 -3.36767
C 2.76597 3.26878 4.66663
O 3.83359 3.45693 5.54731
H 2.59514 4.15633 4.05739
H 3.01572 2.44546 3.99739
H 1.79839 3.04062 5.11365
H 4.62946 3.78749 5.12433
C -4.74914 -0.26373 -2.09831
O -5.36000 -0.10239 -3.32821
H -3.75787 -0.71123 -2.17071
H -4.70224 0.75266 -1.70734
H -5.29229 -0.94471 -1.44307
H -6.27752 0.12378 -3.15910
```

The following is a DFT calculation (the ωB97M-V functional and the def2-TZVPD basis) of a 19-piece molecular cluster, C34H111N5O19 overall.

Summary:
HOMO energy   -8.722 eV
Gap between HOMO and LUMO   8.5 eV
2S+1   1

```
169
C34H111N5O19 the ωB97M-V functional and the def2-TZVPD basis
C 7.09296 -4.93893 2.01712
C 5.66310 -5.40738 1.84324
O 5.07591 -4.53702 1.01902
H 7.54478 -5.52871 2.81469
H 7.37526 -3.91970 2.28090
H 7.57310 -5.07049 1.04745
H 5.19472 -5.32346 2.82389
H 5.56708 -6.44829 1.53438
H 4.24042 -4.83890 0.65511
C 5.23637 -1.97462 -2.34815
C 4.45673 -2.03332 -0.98703
O 5.36507 -2.06415 0.12955
H 4.44451 -1.92252 -3.09535
H 5.85012 -2.82397 -2.64813
H 5.87849 -1.09483 -2.30620
H 3.86719 -2.94936 -0.94920
H 3.76304 -1.19803 -0.89119
H 5.55940 -2.98344 0.32638
C -1.18425 -5.86051 -0.40221
C -2.34004 -6.24115 -1.36813
O -3.05124 -7.25369 -0.77631
H -0.57874 -6.76433 -0.33467
H -1.46269 -5.67144 0.63453
H -0.57803 -5.07242 -0.84888
H -1.99969 -6.59280 -2.34210
H -2.98733 -5.41737 -1.66895
H -3.75343 -7.41994 -1.40946
C 0.62156 0.76764 3.58163
C 1.70997 -0.21952 4.08923
O 1.02778 -1.19447 4.82724
H -0.33652 0.36343 3.25485
H 0.97058 1.33439 2.71845
H 0.39329 1.56047 4.29396
H 2.46700 0.31813 4.66015
H 2.18889 -0.67034 3.22004
H 0.60265 -0.72563 5.54907
C -1.62653 4.86810 -3.25148
C -3.06083 5.11758 -2.77035
O -3.61276 6.16634 -3.54183
H -0.86965 5.63478 -3.41712
H -1.70954 4.44090 -4.25084
H -1.16626 4.12976 -2.59489
H -3.04251 5.41104 -1.72075
H -3.72603 4.25671 -2.83734
H -3.06650 6.93378 -3.35680
C -2.47233 1.81221 -4.44576
C -1.57169 1.56879 -5.63720
O -2.34884 1.38491 -6.76098
H -1.83159 1.88980 -3.56739
H -3.18548 1.00904 -4.26018
H -3.09724 2.68838 -4.61867
H -0.87348 0.73177 -5.63646
H -0.96873 2.45899 -5.81632
H -2.81326 2.18812 -7.00746
C -3.00914 2.54388 2.63182
C -2.70148 3.41085 1.41577
O -3.85309 3.96961 0.79579
H -3.42045 3.11178 3.46634
H -2.05298 2.13729 2.96130
H -3.60947 1.64649 2.48214
H -2.03652 2.86753 0.74438
H -2.07088 4.23713 1.74399
H -4.15845 4.70690 1.32942
C 3.34300 0.46561 -6.61435
C 4.37675 0.67441 -5.46926
C 5.02962 2.04107 -5.46009
O 6.05801 2.14321 -4.51915
C 6.55173 3.45613 -4.31995
N 3.68249 0.30173 -4.20452
H 3.37642 -0.60349 -6.82413
H 3.66814 0.99462 -7.51019
H 2.30000 0.69902 -6.40040
H 5.15822 -0.08304 -5.53001
H 4.23246 2.75317 -5.24669
H 5.42359 2.20913 -6.46241
H 5.82306 4.09754 -3.82422
H 6.94905 3.98807 -5.18440
H 7.37208 3.51179 -3.60439
H 3.02464 1.03388 -3.97804
H 4.42871 0.25479 -3.52550
C -1.30410 0.67618 -0.99845
C 0.04814 0.37853 -0.42566
C 0.08685 -1.13047 -0.05105
O 1.40981 -1.30413 0.57048
C 1.54690 -2.63451 1.00306
N 1.09055 0.70733 -1.38939
H -1.43823 0.10610 -1.91776
H -1.34489 1.70496 -1.35629
H -2.09022 0.41857 -0.28869
H 0.00189 1.00349 0.46619
H -0.06565 -1.68870 -0.97474
H -0.70104 -1.35188 0.66890
H 2.58880 -2.67546 1.32065
H 1.44391 -3.30203 0.14754
H 0.89687 -2.92208 1.82942
H 1.12678 -0.02122 -2.08796
H 1.95690 0.52140 -0.90465
C -5.87602 -0.38515 0.21739
C -6.04099 0.84044 -0.67170
C -7.02406 1.85323 -0.03635
O -8.30088 1.30281 -0.01968
C -9.36127 2.30896 0.10024
N -4.74961 1.45715 -0.85969
H -5.37396 -1.11178 -0.42139
H -6.86995 -0.81839 0.32915
H -5.38035 -0.29738 1.18419
H -6.45412 0.59900 -1.65105
H -7.05510 2.80492 -0.56684
H -6.81066 2.03565 1.01689
H -9.24254 2.80890 1.06152
H -10.36127 1.87608 0.07341
H -9.30480 3.05859 -0.68905
H -4.59680 2.22564 -0.22238
H -3.94548 0.84606 -0.85505
C 0.70674 5.34259 4.27697
C 2.07814 5.36343 3.58733
C 2.23725 4.38705 2.42885
O 1.16734 4.42051 1.49493
C 1.45261 3.76131 0.30685
N 2.15239 6.70251 3.03893
H -0.11636 5.77606 3.70890
H 0.80902 5.88239 5.21839
H 0.44910 4.30336 4.48119
H 2.82114 5.20759 4.36949
H 2.24199 3.37297 2.82848
H 3.17602 4.63607 1.93410
H 1.81793 4.46426 -0.44183
H 0.53876 3.27653 -0.03663
H 2.14795 2.93138 0.43263
H 1.52455 6.83990 2.25981
H 3.06826 6.72848 2.61395
C -4.79243 -0.58700 4.26171
C -5.21402 -2.02314 3.97673
C -4.00655 -2.94815 4.06065
O -3.02164 -2.64771 3.15301
C -1.84342 -3.39843 3.32774
N -6.26147 -2.49566 4.93683
H -5.66689 0.03537 4.07183
H -4.03964 -0.24727 3.55038
H -4.47233 -0.40335 5.28735
H -5.60167 -2.09769 2.96072
H -4.20732 -4.01365 3.94889
H -3.55176 -2.93767 5.05118
H -2.00763 -4.46083 3.50783
H -1.21646 -3.06854 4.15611
H -1.20780 -3.42952 2.44279
H -6.87625 -3.23847 4.63620
H -6.93743 -1.75456 5.05492
O 4.16063 -0.05310 1.43079
H 4.54530 -0.88089 1.14264
H 3.21570 -0.19503 1.37431
O 0.50623 -5.61740 2.72176
H -0.28984 -6.10605 2.93083
H 1.08961 -6.26616 2.32803
O 4.69331 -2.80703 3.65454
H 3.83062 -2.99132 4.02608
H 4.86228 -3.54143 3.06434
O 1.79213 -1.72854 -3.99227
H 1.36678 -1.72282 -4.84976
H 2.53952 -1.13873 -4.09118
O 1.92773 2.52151 -3.55035
H 2.03033 3.40764 -3.20322
H 1.61257 2.00752 -2.80690
O 2.73492 -5.72910 -0.30603
H 2.18303 -5.14804 -0.82951
H 2.12037 -6.20434 0.25317
O 2.02604 -3.63453 4.01965
H 1.45346 -2.88998 4.20406
H 1.44548 -4.29654 3.64422
```

Question: Which value of HOMO energy does entry 1 give?
Answer: -8.964 eV

Question: Among the records above, which one has the lowest gap between HOMO and LUMO?
Answer: C34H111N5O19